Entry from OMol25: a cluster of 2 separate species, C9H13F2IN2O6 in total in a non-equilibrium geometry (the ωB97M-V functional and the def2-TZVPD basis).

Calculated values
HOMO level: 0.059 Eh
gap between HOMO and LUMO: 1.81 eV
charge: -2
strongest force on any atom: 2.2 eV Å⁻¹

Each line ends with the Mulliken charge.
Positions of all 33 atoms, in Å:
C  -1.9624  2.7921  -0.6633  -1.398
C  -1.8274  1.7912  -1.8116  -0.257
C  -2.7126  0.5363  -1.7370  -0.752
I  -4.6985  0.9599  -0.9973  -0.019
C  -2.0906  -0.6612  -1.0269  -0.431
O  -2.1422  -0.6348  0.3606  -0.374
C  -0.9592  -0.1103  0.9628  -0.255
C  0.2758  -0.9643  0.7685  -0.456
N  1.1082  -0.4246  -0.3269  0.051
N  2.5286  -0.4670  -0.0007  0.089
C  3.1434  0.5193  -0.7902  0.558
O  3.3371  0.5271  -1.9759  -0.497
F  3.4775  1.5742  -0.0633  -0.236
C  3.0169  -1.7857  -0.3876  0.567
O  2.7413  -2.3865  -1.3910  -0.512
F  3.8249  -2.2339  0.5098  -0.185
H  -2.3722  2.3358  0.2176  0.433
H  -2.5254  3.6618  -0.9577  0.381
H  -0.9710  3.1167  -0.3767  0.343
H  -2.0794  2.2854  -2.7390  0.375
H  -0.8157  1.4288  -1.8979  0.191
H  -2.8868  0.2200  -2.7521  0.601
H  -1.0773  -0.7699  -1.4149  0.311
H  -2.6402  -1.5380  -1.3495  0.393
H  -1.1530  -0.0708  2.0220  0.409
H  -0.7467  0.9147  0.6497  0.083
H  0.8325  -1.0650  1.7414  0.291
H  -0.0721  -1.9372  0.4451  0.116
H  0.8373  0.5042  -0.6067  0.055
C  2.1678  -2.0487  3.9062  0.516
O  2.4902  -3.2836  3.8384  -0.805
O  1.1109  -1.5981  3.2365  -0.754
O  2.8404  -1.1879  4.6078  -0.833

Cartesian forces (eV/Å) of the 3 atoms listed first:
C 0.89 -0.26 -0.24
C -1.07 -0.03 0.34
C 0.54 0.24 0.03

---

Entry from OMol25: a structure of composition C9H13FNSe2SiTcTe2 in a non-equilibrium geometry (the ωB97M-V functional and the def2-TZVPD basis).

Calculated values
HOMO level (alpha / beta): -0.406 / -0.409 Eh
gap between HOMO and LUMO (alpha / beta): 5.61 / 5.42 eV
energy above the lowest of the compared OMol25 structures with the same formula, charge and spin: 0.0 kJ/mol
charge: +1
expectation value of S²: 0.84
strongest force on any atom: 1.2 eV Å⁻¹
multiplicity: 2

Each line ends with the Mulliken charge.
Positions of all 30 atoms, in Å:
Tc  -1.5727  1.5960  0.1447  0.486
C  1.7586  1.7346  1.2650  -0.640
Si  1.4191  0.6979  -0.2399  -0.076
C  1.6297  1.6357  -1.8272  -0.830
C  2.5761  -0.7525  -0.2659  -1.176
N  -0.3606  0.2178  -0.1318  0.102
C  -0.9411  -1.0982  -0.2345  -0.027
C  -0.2240  -2.2926  -0.2251  0.056
C  -0.8890  -3.5086  -0.3227  -1.036
C  -2.2701  -3.5729  -0.4229  -0.334
C  -3.0189  -2.4036  -0.4166  -0.990
C  -2.3165  -1.2326  -0.3186  1.377
F  -3.0413  -0.0315  -0.2864  -0.329
H  2.8254  1.9609  1.3174  0.350
H  1.4879  1.2009  2.1791  0.290
H  1.2220  2.6828  1.2621  0.109
H  2.6351  2.0542  -1.8957  0.315
H  0.9336  2.4676  -1.9329  0.270
H  1.4920  0.9741  -2.6850  0.290
H  3.5666  -0.2919  -0.3342  0.361
H  2.4609  -1.3999  -1.1331  0.388
H  2.5652  -1.3585  0.6391  0.379
H  0.8445  -2.2856  -0.1338  0.216
H  -0.3102  -4.4210  -0.3166  0.427
H  -2.7711  -4.5272  -0.4986  0.408
H  -4.0965  -2.3914  -0.4837  0.466
Se  -2.2066  1.6514  2.3249  -0.017
Te  -1.3115  3.5544  3.6297  0.093
Te  -1.0800  5.3387  1.6608  0.127
Se  -1.0067  3.8008  -0.3176  -0.057

Cartesian forces (eV/Å) of the 3 atoms listed first:
Tc -1.06 0.51 0.07
C -0.04 -0.03 0.13
Si -0.21 -0.05 0.04

---

Entry from OMol25: the molecule C9H13I2N3 in a non-equilibrium geometry (the ωB97M-V functional and the def2-TZVPD basis).

Calculated values
HOMO level: -0.337 Eh
gap between HOMO and LUMO: 7.90 eV
structure (SMILES): C[C@@](I)(C#N)[C@](I)(C#N)CCCCN
strongest force on any atom: 12.4 eV Å⁻¹

Each line ends with the Mulliken charge.
Positions of all 27 atoms, in Å:
C  -3.1722  -1.3259  -1.5451  -0.861
C  -1.8621  -0.2891  -1.5032  -0.009
I  -1.6368  0.7869  -3.4454  0.210
C  -2.2791  0.8557  -0.3572  0.219
N  -2.1466  1.7665  0.5854  -0.487
C  -0.4518  -1.0890  -1.0929  0.042
I  0.0580  -2.6668  -2.5872  0.229
C  -0.7038  -1.6911  0.4108  0.121
N  -0.6731  -2.4296  1.5015  -0.518
C  0.7473  0.0219  -1.2085  -0.608
C  2.0526  -0.2552  -0.2578  -0.548
C  2.2997  1.0602  0.7218  -0.821
C  1.1074  1.2982  1.8287  -0.086
N  1.6038  1.0879  3.2461  -0.685
H  -2.8663  -2.4472  -1.6803  0.279
H  -3.7154  -1.2565  -0.4847  0.310
H  -3.9714  -1.0075  -2.3405  0.302
H  0.4150  1.1339  -1.0210  0.294
H  1.1202  -0.0101  -2.3419  0.488
H  2.9996  -0.2818  -0.9841  0.275
H  2.0525  -1.2778  0.3102  0.371
H  3.3384  0.9854  1.2601  0.356
H  2.3208  2.0413  0.0472  0.268
H  0.7487  2.4355  1.7755  0.242
H  0.1449  0.6532  1.6625  0.104
H  1.1417  1.7605  3.9067  0.263
H  1.3278  0.1405  3.5932  0.252

Cartesian forces (eV/Å) of the 3 atoms listed first:
C -0.58 0.20 0.93
C -1.90 -0.69 1.44
I -0.24 -0.63 1.18

---

Entry from OMol25: a structure of composition C9H13MnN3O4 (the ωB97M-V functional and the def2-TZVPD basis).

Calculated values
HOMO level (alpha / beta): -0.434 / -0.432 Eh
gap between HOMO and LUMO (alpha / beta): 8.20 / 6.94 eV
charge: +1
expectation value of S²: 6.03
strongest force on any atom: 0.8 eV Å⁻¹
multiplicity: 5

Each line ends with the Mulliken charge.
Positions of all 30 atoms, in Å:
Mn  2.1249  0.0501  -0.2476  0.446
O  5.7181  -0.3899  1.3786  -0.341
C  4.6432  -0.2268  0.9567  0.652
O  4.0322  0.0015  -0.1169  -0.554
C  3.2445  -0.3542  2.3454  0.595
O  3.6720  -0.2952  3.4312  -0.361
O  2.1589  -0.4794  1.7253  -0.583
C  -2.0557  0.8226  0.6734  -0.703
C  -0.5483  1.0139  0.4390  -0.551
N  -0.0155  -0.1162  -0.3718  0.323
C  -0.4800  -1.3902  0.2269  -0.489
C  -1.9978  -1.5456  0.0155  -0.729
N  -2.5353  -0.1852  -0.3402  -0.032
C  -2.0562  0.2234  -1.7115  -0.705
C  -0.5355  -0.0045  -1.7511  -0.513
H  -2.6090  1.7452  0.5236  0.399
H  -2.2895  0.4261  1.6583  0.320
H  -0.0204  1.0518  1.3891  0.326
H  -0.3300  1.9371  -0.0900  0.535
H  -0.2176  -1.3818  1.2820  0.301
H  0.0389  -2.2236  -0.2400  0.489
H  -2.5072  -1.8882  0.9118  0.378
H  -2.2433  -2.2153  -0.8048  0.329
H  -3.5525  -0.2157  -0.3336  0.298
H  -2.3197  1.2702  -1.8395  0.354
H  -2.5853  -0.3674  -2.4540  0.373
H  -0.0424  0.8262  -2.2499  0.381
H  -0.2893  -0.9219  -2.2837  0.423
N  1.6762  2.9700  -1.1764  -0.511
C  1.9215  1.8631  -0.9459  0.148

Cartesian forces (eV/Å) of the 3 atoms listed first:
Mn -0.39 0.10 0.70
O 0.23 0.00 0.26
C -0.38 0.04 -0.70

---

Entry from OMol25: a structure of composition C9H13N3O5Pd (the ωB97M-V functional and the def2-TZVPD basis).

Calculated values
HOMO level: -0.007 Eh
gap between HOMO and LUMO: 6.12 eV
energy above the lowest of the compared OMol25 structures with the same formula, charge and spin: 55.9 kJ/mol
charge: -2
strongest force on any atom: 0.7 eV Å⁻¹

Each line ends with the Mulliken charge.
Positions of all 31 atoms, in Å:
Pd  0.6394  -0.9286  -0.7848  -0.127
O  -1.7683  -2.4682  0.6808  -0.593
C  -1.9077  -1.5349  1.7326  -0.541
C  -0.5804  -0.9665  2.1929  -0.701
N  0.0325  0.0085  1.2732  0.973
C  -0.7228  1.2807  1.2661  -0.812
C  -2.0596  1.5097  0.5085  0.178
O  -2.6278  2.5638  0.8780  -0.808
O  -2.3934  0.7308  -0.4094  -0.655
C  1.3613  0.3352  1.8203  -0.658
C  2.3918  -0.8192  1.7649  0.516
O  3.2925  -0.7868  2.6268  -0.792
O  2.2481  -1.6393  0.8222  -0.639
H  -1.1911  -2.0528  0.0112  0.335
H  -2.3444  -2.0919  2.5681  0.375
H  -2.5943  -0.7383  1.4491  0.183
H  0.1183  -1.7959  2.3072  0.337
H  -0.7176  -0.4825  3.1769  0.333
H  -0.0556  2.0284  0.8304  0.344
H  -0.9046  1.5920  2.3073  0.251
H  1.2712  0.7031  2.8524  0.295
H  1.7878  1.1418  1.2167  0.386
N  -0.8598  0.6960  -2.7260  -0.054
C  0.2686  1.0852  -3.4278  -0.463
C  1.0572  -0.0177  -3.5282  -0.364
N  0.4847  -1.1277  -2.8996  -0.786
C  -0.6539  -0.6161  -2.3203  -0.112
H  -1.5614  1.2790  -2.3037  0.275
H  0.4118  2.0934  -3.7790  0.377
H  2.0181  -0.0953  -4.0144  0.359
H  -1.5037  -1.2013  -1.9960  0.588

Cartesian forces (eV/Å) of the 3 atoms listed first:
Pd 0.28 -0.04 0.59
O -0.10 -0.14 -0.03
C 0.02 -0.09 0.00

---

Entry from OMol25: a structure of composition C9H13N3P (the ωB97M-V functional and the def2-TZVPD basis).

Calculated values
HOMO level (alpha / beta): -0.463 / -0.464 Eh
gap between HOMO and LUMO (alpha / beta): 7.68 / 6.82 eV
energy above the lowest of the compared OMol25 structures with the same formula, charge and spin: 280.0 kJ/mol
charge: +1
strongest force on any atom: 0.9 eV Å⁻¹

Each line ends with the Mulliken charge.
Positions of all 26 atoms, in Å:
C  -4.2614  0.1634  -0.0886  -0.387
C  -3.5916  1.3562  -0.3159  -0.602
C  -3.5459  -1.0091  0.1141  -0.755
C  -2.2117  1.3823  -0.3508  -0.379
C  -2.1662  -0.9948  0.0789  -0.397
C  -1.4833  0.2040  -0.1607  0.847
C  -0.0408  0.2586  -0.2330  0.414
C  2.9495  -1.6165  -0.8041  -0.901
C  3.1495  1.5543  0.9934  -0.488
N  0.6400  1.3689  -0.1940  -0.417
N  0.7158  -0.8666  -0.3819  -0.329
N  2.0600  -0.6237  -0.2503  0.280
P  2.2493  1.1211  -0.4923  0.106
H  -5.3389  0.1443  -0.0577  0.407
H  -4.1511  2.2654  -0.4712  0.411
H  -4.0627  -1.9371  0.2958  0.407
H  -1.6782  2.3019  -0.5324  0.451
H  -1.6243  -1.9108  0.2640  0.284
H  2.7210  -2.5971  -0.3825  0.307
H  2.8795  -1.6780  -1.8958  0.336
H  3.9689  -1.3465  -0.5327  0.345
H  2.7828  2.4874  1.4223  0.356
H  4.2285  1.6106  0.8563  0.331
H  2.8965  0.6035  1.7298  -0.207
H  0.3676  -1.7977  -0.5574  0.323
H  2.5472  -0.4440  1.9467  0.260

Cartesian forces (eV/Å) of the 3 atoms listed first:
C 0.14 -0.07 0.05
C -0.06 -0.01 0.00
C -0.04 -0.03 -0.04